1.
{
  "formula": "C33H20N9O9SeW",
  "method": "the ωB97M-V functional and the def2-TZVPD basis",
  "symbols": ["H", "O", "C", "C", "O", "C", "H", "C", "C", "N", "O", "C", "O", "O", "C", "H", "H", "C", "H", "C", "H", "C", "H", "C", "H", "N", "O", "H", "H", "O", "C", "C", "H", "C", "N", "N", "O", "C", "Se", "N", "H", "C", "N", "H", "C", "C", "C", "H", "C", "C", "C", "C", "N", "C", "C", "C", "C", "N", "H", "C", "H", "C", "N", "W", "O", "H", "C", "C", "C", "H", "H", "H", "C"],
  "positions_angstrom": [[3.793, -4.843, 4.690], [0.271, -1.634, 0.927], [2.980, 1.329, -2.066], [3.261, -4.118, 4.091], [0.405, -2.130, -1.416], [-1.175, -1.822, -3.077], [3.618, 2.887, -3.405], [-2.469, 0.270, 1.534], [-2.930, -0.930, 0.968], [0.776, 0.337, -2.530], [1.067, -4.574, -3.201], [2.122, 3.861, 0.757], [1.381, -4.071, 1.009], [-2.383, -1.943, -5.185], [0.229, 2.283, 0.909], [2.673, 3.093, 0.238], [-2.629, 1.918, 2.836], [-1.600, -2.382, -4.364], [-1.661, -3.290, -0.964], [1.164, -1.242, 1.770], [-0.235, 1.110, -4.151], [-2.389, -2.771, -0.350], [-5.461, -3.202, 0.969], [-0.094, -2.550, -2.554], [2.690, -5.546, 2.591], [-3.160, 2.957, -1.946], [-1.609, -0.819, -2.386], [3.693, -2.478, 5.406], [-4.123, 1.558, 1.960], [1.409, -0.035, 1.903], [0.137, 4.556, 1.923], [2.858, 2.155, -3.187], [2.395, 7.070, 1.782], [-3.270, 1.118, 2.476], [-1.518, 1.331, -1.284], [-1.245, 0.651, 1.125], [0.714, 1.572, -0.084], [1.921, 0.388, -1.841], [3.392, 0.262, 0.203], [3.895, 1.373, -1.097], [2.486, -0.829, 3.985], [0.692, 1.166, -3.600], [-4.426, 4.036, -3.723], [-3.636, 0.534, 3.318], [-3.809, 3.482, -2.923], [1.942, -3.610, 2.133], [2.538, -1.873, 3.716], [-0.853, 4.335, 2.288], [1.886, -2.269, 2.549], [2.683, 5.106, 0.969], [-0.793, -3.666, -4.501], [1.970, 6.086, 1.640], [-0.805, 1.862, 1.577], [0.839, 3.575, 1.222], [1.702, 2.039, -3.950], [-4.505, -2.745, 0.770], [0.219, -3.715, -3.368], [2.007, -0.375, -0.740], [0.939, -3.354, 0.511], [2.649, -4.522, 2.925], [-4.858, -0.982, 1.920], [-4.180, -1.522, 1.279], [-2.063, -1.535, 0.063], [-0.243, -0.249, -0.606], [-0.949, -4.512, -5.352], [3.679, 5.312, 0.608], [0.701, 5.801, 2.123], [-3.561, -3.411, -0.035], [-2.324, 2.086, -1.711], [1.563, 2.675, -4.809], [-3.746, -4.402, -0.413], [0.154, 6.564, 2.658], [3.211, -2.789, 4.493]],
  "lumo_energy_ev": [0.5416, 0.5191],
  "s_squared": 2.071,
  "largest_force_ev_per_a": 3.3,
  "charge": -1,
  "spin_multiplicity": 3
}

***

2.
{
  "formula": "C33H20N9O9SeW",
  "method": "the ωB97M-V functional and the def2-TZVPD basis",
  "symbols": ["C", "O", "O", "C", "N", "N", "H", "C", "C", "O", "H", "C", "H", "H", "C", "C", "C", "H", "C", "C", "C", "C", "H", "O", "C", "W", "H", "H", "C", "H", "O", "C", "C", "C", "C", "O", "C", "N", "H", "H", "C", "C", "C", "C", "C", "H", "Se", "H", "N", "H", "C", "O", "C", "O", "C", "N", "H", "H", "C", "N", "O", "C", "H", "N", "C", "C", "H", "H", "N", "N", "H", "C", "C"],
  "positions_angstrom": [[0.924, 4.237, -2.095], [0.412, -1.365, 1.143], [-1.376, 0.966, -0.277], [0.374, 0.108, -3.443], [0.762, 2.278, -0.758], [0.641, 1.060, 1.512], [3.000, -4.551, -1.783], [2.162, -2.608, -1.627], [2.273, 0.214, -4.816], [2.372, 0.567, -2.356], [-7.195, 2.412, -1.048], [1.255, 4.989, -0.987], [0.893, -2.291, 6.769], [-0.160, -5.251, 3.859], [1.019, 3.019, 0.337], [0.678, -2.565, 5.744], [0.935, 2.305, 1.608], [-6.807, 1.669, 1.298], [-5.193, 2.025, -1.661], [-3.691, 1.168, 0.020], [0.091, -4.228, 4.111], [0.358, -3.878, 5.426], [0.975, -0.575, 4.981], [-3.001, 1.562, -2.283], [0.727, -1.602, 4.751], [0.423, -0.031, -0.457], [1.467, 6.047, -1.075], [1.526, 4.944, 1.142], [-3.916, 1.576, -1.303], [0.318, -4.629, 6.205], [3.408, 0.312, -5.210], [-0.207, -3.919, -0.890], [2.101, -3.990, -1.570], [-0.081, -2.519, -1.121], [3.502, -0.129, 0.495], [1.026, -0.126, -6.883], [1.034, -0.032, -5.685], [2.395, -0.072, 0.129], [-4.543, 0.864, 1.939], [-5.346, 2.326, -2.689], [-4.749, 1.203, 0.932], [0.691, 2.881, -1.940], [-2.374, 0.681, 0.528], [1.760, 0.319, -3.417], [-6.004, 1.647, 0.574], [0.949, 2.347, 3.731], [-2.294, -2.784, 0.052], [0.435, 2.267, -2.788], [0.626, 0.319, 2.661], [0.852, 4.674, -3.081], [0.143, -3.269, 3.112], [-1.322, -0.325, -5.102], [5.717, -0.484, 0.318], [-0.326, 0.177, -2.302], [0.498, -0.939, 2.357], [-1.351, -4.284, -0.299], [-2.159, 1.179, -1.972], [2.252, 3.274, 2.968], [1.197, 2.999, 2.902], [1.051, -1.867, -1.421], [-2.259, 0.066, 1.572], [0.457, -1.952, 3.430], [3.070, -2.064, -1.848], [6.700, -0.766, -0.219], [1.294, 4.375, 0.253], [-0.174, -0.121, -4.753], [-0.064, -3.537, 2.085], [0.945, -5.741, -1.069], [-1.074, -1.706, -0.792], [4.647, -0.161, 1.047], [0.605, 3.914, 2.963], [-6.217, 2.063, -0.740], [0.941, -4.666, -1.192]],
  "lumo_energy_ev": [0.8731, 0.8268],
  "s_squared": 2.042,
  "largest_force_ev_per_a": 1.4,
  "charge": -1,
  "spin_multiplicity": 3
}

***

3.
{
  "formula": "C33H21AsCoF5N3O2S2Se",
  "method": "the ωB97M-V functional and the def2-TZVPD basis",
  "symbols": ["C", "H", "C", "C", "C", "C", "H", "H", "H", "C", "C", "H", "H", "C", "H", "S", "H", "C", "C", "C", "N", "O", "C", "N", "C", "C", "C", "H", "H", "C", "C", "C", "C", "C", "C", "C", "F", "Co", "H", "O", "H", "F", "H", "H", "Se", "F", "H", "S", "H", "As", "C", "H", "H", "C", "C", "C", "N", "C", "H", "C", "C", "C", "H", "C", "H", "C", "F", "F", "C"],
  "positions_angstrom": [[-0.061, -1.086, 2.630], [-4.547, 0.157, 4.042], [-4.045, 0.833, 0.756], [3.467, -5.443, -0.515], [-3.827, 0.800, 2.130], [2.082, -5.240, -0.459], [-3.659, 7.356, 0.329], [-1.857, 4.086, -1.770], [2.965, -0.274, 1.110], [1.899, -7.678, -0.662], [1.946, 1.869, -1.300], [-2.212, 0.028, -5.044], [-4.382, 0.876, -5.798], [-0.438, -1.302, 3.965], [-6.944, -0.913, 0.659], [-0.813, 0.178, -2.596], [2.508, -0.803, 5.551], [4.055, -6.688, -0.632], [-3.094, 3.546, -0.098], [1.334, -6.422, -0.544], [1.326, 0.217, 0.066], [-2.191, -1.433, -0.083], [-5.869, -0.422, 2.449], [2.795, 2.431, -2.235], [1.780, -0.867, 4.753], [1.263, -0.696, 2.363], [-2.855, 0.560, -4.354], [3.184, -0.372, 3.232], [3.705, 2.000, -2.277], [-3.503, 6.290, 0.208], [-2.381, 0.741, -3.027], [-4.737, 0.184, 2.976], [-3.264, 1.420, -2.161], [2.154, -0.629, 3.447], [-4.489, 1.923, -2.595], [-2.697, 5.814, -0.818], [1.119, -8.779, -0.734], [-0.500, 0.780, -0.239], [-5.867, 2.134, -4.231], [-1.018, -1.416, 1.757], [-2.922, 1.235, 2.543], [-0.007, -6.383, -0.506], [-5.320, 0.181, -0.839], [-6.574, -0.920, 3.104], [1.293, -3.537, -0.282], [4.311, -4.401, -0.447], [2.774, 3.434, -2.282], [0.561, 2.801, -0.812], [-2.219, 6.506, -1.502], [-2.672, 1.651, -0.353], [-2.492, 4.452, -0.971], [-5.115, 2.472, -1.896], [-1.466, -1.601, 4.128], [-4.103, 5.395, 1.080], [-1.308, -0.835, 0.454], [3.272, -7.825, -0.707], [2.268, 0.698, -0.862], [-4.073, 1.041, -4.770], [-4.736, 5.756, 1.882], [1.878, -0.274, 1.104], [-4.914, 1.743, -3.898], [-6.078, -0.414, 1.078], [-4.380, 3.338, 1.610], [0.452, -1.194, 5.009], [0.117, -1.385, 6.023], [-5.170, 0.209, 0.233], [5.399, -6.814, -0.675], [3.836, -9.049, -0.820], [-3.897, 4.028, 0.929]],
  "lumo_energy_ev": [4.1265, 4.1255],
  "s_squared": 0.767,
  "largest_force_ev_per_a": 0.4,
  "charge": -2,
  "spin_multiplicity": 2
}

***

4.
{
  "formula": "C33H23Cl3N4O4RuS2",
  "method": "the ωB97M-V functional and the def2-TZVPD basis",
  "symbols": ["C", "N", "H", "N", "S", "O", "S", "H", "H", "C", "C", "H", "C", "H", "C", "C", "H", "H", "H", "N", "C", "H", "O", "C", "Cl", "C", "C", "C", "C", "H", "C", "H", "Cl", "H", "H", "C", "H", "H", "H", "C", "H", "Ru", "C", "H", "H", "C", "C", "C", "C", "O", "H", "C", "C", "C", "C", "C", "C", "C", "C", "C", "N", "Cl", "C", "O", "C", "H", "C", "C", "H", "H"],
  "positions_angstrom": [[-2.825, 1.274, 1.715], [0.001, -2.283, 2.000], [5.292, 1.755, -2.523], [-6.814, 3.679, -5.257], [3.486, 2.758, 1.593], [2.384, -3.052, -1.564], [5.597, -1.309, -1.924], [1.443, -2.066, 3.502], [1.619, -1.607, 0.775], [-3.668, 2.306, -4.590], [3.279, 1.358, 2.558], [-4.200, -0.003, 4.534], [-2.711, 1.416, -4.143], [3.153, 3.025, -2.551], [0.294, -0.229, 3.343], [2.526, 1.584, 3.672], [2.367, 4.730, 2.488], [-3.377, 3.238, -5.055], [-1.880, -3.201, 2.470], [4.615, -2.586, -1.667], [3.110, -0.757, -1.845], [-4.735, -1.019, -2.945], [6.288, -1.448, -3.172], [4.297, -0.098, -2.089], [-0.330, 1.423, 0.769], [-2.116, -0.101, 4.013], [-1.125, 0.214, 3.088], [3.148, 1.963, -2.348], [-1.175, -2.930, 1.705], [1.027, 1.896, -2.041], [-0.053, -3.977, -2.611], [-6.456, 0.574, -3.738], [-5.435, 1.362, 2.368], [-3.094, 1.814, 0.819], [0.928, 0.174, 2.552], [-6.018, 2.933, -4.895], [1.479, 3.336, 4.523], [-1.940, -3.565, -0.264], [0.987, -0.454, -1.426], [-3.439, 0.245, 3.808], [-1.838, -0.621, 4.922], [0.446, -2.340, -2.088], [-2.087, -0.698, -3.059], [2.301, 0.885, 5.686], [-0.972, -4.235, -3.139], [2.099, 2.944, 3.729], [3.358, -2.243, -1.669], [2.542, 3.685, 2.682], [-5.020, 2.004, -4.440], [0.723, 0.252, 4.606], [2.715, -0.368, 4.513], [-4.443, -0.085, -3.405], [-3.782, 0.927, 2.650], [0.415, -1.762, 3.303], [-1.505, 0.916, 1.949], [-3.082, 0.208, -3.542], [-1.247, -1.479, -2.648], [-1.197, -3.104, 0.360], [1.927, -0.038, -1.798], [0.650, -2.075, 0.842], [-0.049, -2.564, -0.168], [3.967, -0.141, 2.066], [1.946, 1.327, -2.064], [6.357, -1.001, -0.747], [2.126, 0.540, 4.668], [-1.659, 1.644, -4.257], [4.349, 1.256, -2.341], [-5.405, 0.803, -3.849], [0.660, -4.796, -2.470], [-0.225, -2.214, 4.059]],
  "lumo_energy_ev": -1.5107,
  "largest_force_ev_per_a": 0.3,
  "charge": 0
}

***

So what do the calculations give for calculated total energy? Going down the list: -133556.851; -133558.582; -242197.802; -110560.210 eV.
So what do the calculations give for ΔE to the lowest compared entry with this formula, charge and spin? Going down the list: 3.006; 1.276; 1.575; 0.896 eV.